{"formula": "C56H148N10O18", "method": "wB97M-V/def2-TZVPD", "species": ["C", "C", "C", "O", "C", "N", "H", "H", "H", "H", "H", "H", "H", "H", "H", "H", "H", "C", "C", "C", "O", "C", "N", "H", "H", "H", "H", "H", "H", "H", "H", "H", "H", "H", "C", "C", "C", "O", "C", "N", "H", "H", "H", "H", "H", "H", "H", "H", "H", "H", "H", "C", "C", "C", "O", "C", "N", "H", "H", "H", "H", "H", "H", "H", "H", "H", "H", "H", "C", "C", "C", "O", "C", "N", "H", "H", "H", "H", "H", "H", "H", "H", "H", "H", "H", "C", "O", "C", "C", "N", "C", "C", "O", "C", "H", "H", "H", "H", "H", "H", "H", "H", "H", "H", "H", "H", "H", "H", "H", "C", "O", "C", "C", "N", "C", "C", "O", "C", "H", "H", "H", "H", "H", "H", "H", "H", "H", "H", "H", "H", "H", "H", "H", "C", "O", "C", "C", "N", "C", "C", "O", "C", "H", "H", "H", "H", "H", "H", "H", "H", "H", "H", "H", "H", "H", "H", "H", "C", "O", "C", "C", "N", "C", "C", "O", "C", "H", "H", "H", "H", "H", "H", "H", "H", "H", "H", "H", "H", "H", "H", "H", "C", "O", "C", "C", "N", "C", "C", "O", "C", "H", "H", "H", "H", "H", "H", "H", "H", "H", "H", "H", "H", "H", "H", "H", "C", "C", "O", "H", "H", "H", "H", "H", "H", "C", "C", "O", "H", "H", "H", "H", "H", "H", "C", "C", "O", "H", "H", "H", "H", "H", "H"], "xyz": [[-2.699, -5.063, 5.101], [-1.579, -3.975, 5.225], [-0.591, -3.898, 4.096], [0.155, -5.122, 4.108], [1.379, -4.976, 3.411], [-2.181, -2.675, 5.187], [-3.288, -4.860, 4.206], [-3.439, -5.099, 5.900], [-2.251, -6.057, 5.104], [-1.028, -4.160, 6.148], [0.022, -3.023, 4.311], [-0.951, -3.680, 3.091], [2.036, -4.269, 3.917], [1.295, -4.519, 2.425], [1.877, -5.943, 3.331], [-2.530, -2.493, 4.257], [-1.456, -1.973, 5.222], [3.770, 1.834, -1.012], [3.656, 0.663, -1.968], [4.898, 0.462, -2.839], [5.127, 1.441, -3.850], [4.103, 1.569, -4.883], [3.648, -0.484, -1.082], [4.640, 1.647, -0.382], [2.931, 1.917, -0.321], [3.941, 2.788, -1.510], [2.732, 0.746, -2.539], [4.856, -0.509, -3.333], [5.856, 0.426, -2.320], [3.966, 0.620, -5.400], [4.307, 2.428, -5.522], [3.171, 1.723, -4.338], [2.853, -0.510, -0.459], [4.422, -0.537, -0.435], [-4.232, -2.701, 0.885], [-4.144, -1.866, 2.114], [-4.998, -2.296, 3.360], [-5.084, -1.221, 4.247], [-6.004, -1.387, 5.331], [-2.713, -1.706, 2.446], [-3.599, -3.582, 0.995], [-3.805, -2.142, 0.053], [-5.242, -3.030, 0.643], [-4.609, -0.925, 1.822], [-4.594, -3.095, 3.982], [-6.029, -2.568, 3.132], [-5.745, -2.262, 5.926], [-7.033, -1.390, 4.970], [-5.941, -0.536, 6.009], [-2.159, -1.530, 1.620], [-2.743, -0.859, 2.995], [-3.533, 5.588, -1.984], [-2.499, 4.577, -1.623], [-2.122, 4.581, -0.119], [-1.025, 3.679, 0.020], [-0.384, 3.666, 1.253], [-2.826, 3.249, -2.116], [-3.178, 6.609, -1.838], [-4.335, 5.421, -1.265], [-3.902, 5.575, -3.009], [-1.559, 4.810, -2.123], [-2.917, 4.239, 0.544], [-1.852, 5.579, 0.226], [-0.010, 4.661, 1.499], [0.439, 2.955, 1.322], [-1.039, 3.317, 2.051], [-1.940, 2.775, -2.210], [-3.233, 2.790, -1.313], [0.919, -0.490, -6.789], [0.543, 0.732, -7.672], [1.824, 1.229, -8.484], [2.815, 1.959, -7.802], [3.816, 2.422, -8.682], [-0.526, 0.375, -8.537], [1.265, -1.323, -7.400], [0.104, -0.778, -6.126], [1.809, -0.205, -6.229], [0.154, 1.596, -7.133], [1.545, 1.859, -9.328], [2.231, 0.344, -8.974], [3.394, 3.179, -9.343], [4.256, 1.617, -9.270], [4.610, 2.903, -8.111], [-1.201, 0.050, -7.860], [-0.910, 1.238, -8.893], [-4.315, 2.170, 1.557], [-4.614, 2.024, 0.185], [-5.804, 2.696, -0.226], [-6.099, 2.200, -1.616], [-6.721, 0.864, -1.580], [-5.775, -0.258, -1.299], [-4.814, -0.455, -2.457], [-4.312, -1.758, -2.377], [-3.293, -1.990, -3.365], [-4.486, 3.190, 1.901], [-3.258, 1.918, 1.648], [-4.910, 1.517, 2.196], [-5.582, 3.754, -0.087], [-6.597, 2.446, 0.479], [-5.181, 2.201, -2.204], [-6.761, 2.959, -2.033], [-7.448, 0.747, -0.889], [-6.248, -1.232, -1.179], [-5.118, -0.110, -0.442], [-4.036, 0.303, -2.365], [-5.309, -0.370, -3.425], [-2.445, -1.309, -3.289], [-3.702, -1.822, -4.361], [-3.036, -3.048, -3.306], [2.543, -0.281, 1.874], [1.691, -0.577, 0.727], [0.773, -1.579, 1.094], [-0.090, -1.901, -0.171], [-1.297, -1.083, -0.333], [-0.950, 0.298, -0.361], [-0.145, 0.753, -1.639], [-1.024, 0.476, -2.703], [-0.644, 1.050, -3.966], [3.343, 0.390, 1.560], [3.017, -1.174, 2.281], [1.985, 0.140, 2.711], [0.218, -1.281, 1.985], [1.356, -2.455, 1.378], [-0.247, -2.977, -0.258], [0.511, -1.772, -1.071], [-1.683, -1.320, -1.236], [-0.495, 0.660, 0.561], [-1.983, 0.645, -0.352], [0.841, 0.324, -1.816], [0.077, 1.817, -1.563], [0.342, 0.703, -4.277], [-0.671, 2.140, -3.978], [-1.422, 0.691, -4.639], [2.207, -4.815, -1.783], [1.189, -4.840, -0.848], [0.344, -5.988, -0.752], [-0.628, -5.888, 0.432], [-1.619, -6.917, 0.401], [-2.706, -6.873, 1.441], [-3.694, -8.110, 1.412], [-4.607, -8.085, 2.440], [-5.536, -9.170, 2.306], [1.668, -4.689, -2.722], [2.733, -5.768, -1.837], [2.942, -4.045, -1.546], [0.973, -6.871, -0.637], [-0.211, -6.186, -1.669], [-1.017, -4.873, 0.515], [-0.012, -6.043, 1.318], [-2.012, -7.026, -0.522], [-3.205, -5.909, 1.340], [-2.302, -6.938, 2.452], [-3.066, -8.998, 1.480], [-4.220, -8.131, 0.458], [-6.249, -9.073, 1.487], [-6.151, -9.211, 3.206], [-4.988, -10.097, 2.140], [2.699, 7.223, 2.750], [1.851, 7.212, 1.603], [2.350, 6.422, 0.517], [1.880, 6.877, -0.856], [2.294, 5.960, -1.888], [1.437, 4.780, -1.942], [1.627, 4.087, -3.300], [1.168, 4.963, -4.333], [1.161, 4.412, -5.641], [2.617, 6.343, 3.387], [2.460, 8.089, 3.367], [3.761, 7.320, 2.524], [2.090, 5.396, 0.775], [3.438, 6.367, 0.547], [2.330, 7.862, -0.984], [0.801, 6.993, -0.762], [2.234, 6.479, -2.752], [0.376, 4.991, -1.812], [1.526, 4.071, -1.120], [1.047, 3.167, -3.371], [2.668, 3.836, -3.502], [2.072, 4.057, -6.123], [0.716, 5.157, -6.301], [0.465, 3.574, -5.589], [6.601, 0.292, 0.933], [5.596, -0.688, 1.251], [6.082, -1.989, 1.150], [5.199, -2.898, 1.983], [5.038, -2.459, 3.383], [6.283, -2.624, 4.139], [5.935, -2.351, 5.616], [5.879, -0.974, 5.729], [5.719, -0.420, 7.005], [7.583, 0.097, 1.363], [6.324, 1.275, 1.315], [6.705, 0.384, -0.148], [7.094, -2.037, 1.552], [6.089, -2.197, 0.081], [5.546, -3.916, 1.802], [4.193, -2.917, 1.565], [4.701, -1.510, 3.458], [7.159, -2.046, 3.844], [6.653, -3.641, 4.016], [6.655, -2.732, 6.340], [4.976, -2.825, 5.823], [5.447, 0.636, 7.001], [6.651, -0.536, 7.557], [4.921, -0.984, 7.488], [-4.888, 2.668, -6.410], [-4.084, 2.803, -5.141], [-4.922, 3.342, -4.109], [-4.293, 2.428, -7.291], [-5.355, 3.636, -6.594], [-5.625, 1.867, -6.353], [-3.196, 3.423, -5.271], [-3.753, 1.839, -4.754], [-4.463, 3.245, -3.272], [1.837, -0.610, 5.796], [0.700, 0.378, 5.483], [-0.248, -0.356, 4.778], [1.414, -1.345, 6.481], [2.579, -0.021, 6.335], [2.260, -1.029, 4.883], [1.087, 1.227, 4.920], [0.347, 0.925, 6.357], [-1.040, 0.186, 4.811], [3.917, 2.771, 4.306], [3.609, 3.448, 5.612], [2.200, 3.535, 5.650], [4.991, 2.812, 4.120], [3.448, 3.310, 3.483], [3.636, 1.718, 4.290], [4.023, 4.455, 5.655], [4.119, 2.989, 6.459], [1.888, 3.881, 6.489]], "atomic_forces_ev_per_a": [[0.810, 0.332, -0.086], [-1.429, -0.543, -0.700], [1.048, -1.629, 0.240], [0.661, 0.424, -0.811], [0.133, 0.245, 0.318], [-0.965, 1.301, 1.228], [0.213, -0.322, -0.314], [0.285, 0.564, 0.389], [0.000, -0.038, -0.479], [0.040, 0.198, 0.106], [0.673, -0.046, 0.229], [-0.739, -0.319, -0.078], [0.260, -0.022, 0.497], [-0.507, -0.283, -0.433], [-0.124, 0.015, 0.015], [-0.323, -0.435, -0.226], [0.230, 0.072, 0.523], [0.601, 1.146, -0.410], [1.277, -0.040, 1.834], [-0.199, 0.325, -1.718], [-0.257, 0.826, -0.877], [0.202, -0.712, 2.157], [-0.544, -1.885, -0.674], [0.129, 0.108, -0.010], [-0.301, -0.052, -0.243], [-0.135, 0.272, -0.008], [0.105, -0.377, -0.192], [-0.464, -0.366, 0.023], [-0.272, 0.258, 0.674], [0.332, 0.060, -0.474], [0.229, -0.344, 0.085], [-0.366, 0.361, -0.352], [-0.287, -0.001, -0.569], [0.455, 0.429, -0.324], [0.117, -1.003, -0.355], [-0.584, -0.053, 0.656], [0.245, -0.364, 0.108], [-0.142, 1.914, 0.875], [0.682, 0.201, -0.446], [-1.357, 0.332, 0.749], [-0.042, -0.284, 0.052], [-0.228, -0.035, -0.065], [-0.026, 0.105, -0.056], [0.019, 0.533, 0.180], [0.393, -0.630, -0.598], [-0.109, -0.268, -0.831], [-0.188, -0.311, -0.121], [-0.148, -0.440, -0.128], [0.359, 0.166, -0.251], [-0.098, 0.169, -0.508], [0.766, 0.294, 0.264], [-0.532, 0.786, 0.617], [1.639, 0.239, -0.082], [0.301, -0.379, -0.268], [0.076, -0.327, -0.942], [-0.157, 0.204, 0.913], [-0.091, -0.257, 0.602], [0.147, 0.038, 0.279], [-0.620, 0.281, -0.289], [0.042, -0.574, 0.109], [0.047, 0.389, -0.103], [-0.472, -0.078, -0.114], [0.223, 0.278, -0.106], [0.093, 0.155, 0.212], [0.174, -0.006, -0.790], [-0.459, 0.230, 0.244], [0.033, -0.397, -0.224], [-0.472, -0.676, 0.148], [0.543, 1.294, -0.380], [2.590, 0.729, 0.593], [-1.093, -0.420, -0.681], [-0.088, -0.460, 0.989], [-0.091, 0.225, 0.173], [-0.596, -0.512, -0.889], [-0.450, -0.043, -0.230], [0.119, -0.112, -0.022], [-0.153, -0.005, 0.487], [0.737, 0.109, 1.047], [-0.767, 0.146, -0.182], [0.377, -0.366, 0.111], [-0.040, 0.035, -0.314], [-0.033, -0.150, -0.090], [-0.115, -0.130, 0.195], [-0.701, -0.395, -0.393], [-0.266, 0.041, -0.405], [0.199, -0.069, -0.260], [0.244, -0.105, 0.356], [1.223, -0.411, 0.852], [-0.906, 0.077, 1.043], [0.884, -1.193, -0.201], [0.469, 0.310, -0.820], [-0.474, 0.196, -0.137], [1.430, -0.478, -0.249], [-1.045, -0.114, 0.130], [0.087, 0.283, -0.003], [0.009, 0.004, 0.257], [-0.126, -0.250, -0.032], [-0.325, 0.481, -0.504], [-0.391, -0.065, -0.028], [-0.469, -0.418, 0.252], [-0.243, -0.365, -0.542], [-0.209, 0.735, 0.004], [-0.691, 0.300, 0.052], [-0.343, 0.129, 0.372], [0.479, 0.025, -0.310], [-0.268, 0.465, -0.158], [0.182, -0.119, 0.428], [-0.249, 0.013, -0.260], [0.296, 0.172, 0.166], [-0.284, 0.035, -0.528], [0.702, 0.884, 2.185], [-0.589, -0.709, -1.451], [0.601, -0.422, 0.146], [1.380, -1.912, 0.974], [-0.378, 0.955, -0.822], [-0.822, 0.394, 1.133], [0.170, 0.545, -1.047], [-0.663, -0.790, 0.694], [-0.257, 0.019, -0.067], [-0.082, -0.331, -0.324], [-0.362, 0.297, -0.148], [-0.464, 0.114, -0.027], [-0.090, -0.383, -0.041], [-0.664, 0.038, 0.590], [0.815, 0.326, 0.120], [-0.386, -0.043, -0.062], [0.198, -0.286, -0.046], [0.217, 1.611, -0.526], [-0.072, -0.696, 0.303], [-0.327, 0.473, 0.076], [0.105, -0.029, -0.056], [-0.027, 0.132, 0.266], [0.220, 0.048, -0.301], [-0.462, -0.930, -0.845], [-1.356, 0.194, 2.314], [0.513, -0.194, -0.257], [1.140, 0.348, 0.475], [-1.193, -1.509, 0.515], [0.149, -0.524, -0.294], [1.722, 1.140, -1.535], [-1.284, -0.174, 0.698], [0.238, 0.386, 0.376], [0.782, 0.401, -0.717], [0.179, -0.280, 0.066], [-0.390, 0.237, -0.106], [0.129, -0.222, 0.212], [-0.211, 0.395, -0.469], [-0.264, 0.345, -0.178], [-0.100, 0.126, 0.256], [-0.220, 0.140, -0.023], [-0.549, -0.027, 0.227], [0.523, 0.351, -0.081], [0.151, -0.278, -0.105], [-0.062, -0.069, -0.391], [0.178, 0.444, -0.412], [0.356, -0.063, 0.136], [-0.003, -0.212, 0.233], [-0.074, 0.244, -0.049], [0.597, 0.458, -0.112], [0.589, -0.903, 1.154], [0.120, 0.305, 1.602], [-0.206, -0.082, 0.545], [-0.251, -0.349, -1.225], [-0.216, 0.246, -0.210], [0.703, 0.490, 0.038], [-1.196, -0.120, 0.326], [-0.340, -0.361, -0.123], [-0.327, 0.009, -0.150], [0.107, 0.015, -0.508], [-0.439, -0.405, -0.504], [0.313, 0.497, -0.140], [-0.096, 0.043, -0.382], [-0.421, 0.149, -0.341], [-0.058, -0.408, -0.356], [-0.301, 0.621, -0.396], [1.024, -0.059, 0.035], [-0.057, -0.216, 0.270], [0.251, 0.004, 0.252], [0.551, 0.104, 0.638], [0.036, 0.094, 0.112], [-0.069, -0.395, -0.413], [-0.469, 0.067, -0.062], [0.761, 1.974, 0.696], [0.081, -0.196, -0.050], [-1.123, 0.835, -0.466], [1.404, -1.399, -0.640], [-0.521, -0.506, 1.166], [0.618, -0.508, -0.413], [-0.267, 2.095, -0.938], [-0.131, -1.049, 0.313], [-0.021, -0.517, 0.124], [-0.454, -0.146, 0.055], [0.114, -0.077, -0.164], [0.303, -0.023, -0.116], [0.160, -0.835, -0.114], [0.202, -0.180, 0.900], [-0.125, 0.171, -0.271], [0.178, 0.138, -0.297], [-0.149, 0.724, -0.093], [-0.428, -0.356, 0.100], [0.400, -0.327, -0.075], [-0.268, -0.019, 0.106], [0.044, -0.077, -0.543], [0.065, 0.003, 0.345], [-0.108, 0.135, 0.548], [0.032, 0.098, -0.170], [-0.269, -0.325, 1.051], [-0.514, 0.283, -1.272], [0.372, 0.083, 0.107], [-0.294, -0.132, -0.102], [-0.226, 0.251, 0.264], [0.105, 0.203, -0.152], [0.303, -0.341, -0.343], [0.802, 0.208, -0.044], [-0.755, 1.423, 0.666], [2.126, 0.156, -0.051], [-1.091, 0.359, -0.187], [0.322, -0.373, -0.229], [0.402, -0.280, -0.001], [-0.091, -0.163, 0.161], [0.185, -0.058, -0.688], [-0.485, -0.683, 0.556], [-0.472, -0.215, -0.334], [0.881, 0.064, -0.223], [0.231, 0.680, -0.355], [-0.516, -0.340, 0.519], [0.138, -0.071, -0.004], [-0.198, -0.106, 0.033], [-0.216, 0.055, 0.068], [0.111, 0.326, -0.436], [-0.542, -0.721, 0.260], [0.106, 0.073, 0.110]], "lowdin_charge": [-0.0384, -0.4067, -0.2115, -0.1769, -0.1236, 0.0423, 0.0563, 0.0678, 0.0683, 0.1399, 0.1062, 0.1147, 0.0772, 0.0566, 0.0920, 0.0080, 0.0292, -0.0431, -0.4024, -0.1893, -0.1986, -0.0695, 0.0624, 0.0596, 0.0707, 0.0755, 0.1084, 0.1170, 0.1162, 0.0796, 0.0818, 0.0506, 0.0149, 0.0369, -0.0619, -0.3870, -0.1912, -0.2176, -0.0910, 0.0727, 0.0644, 0.0527, 0.0875, 0.1100, 0.0967, 0.1211, 0.0863, 0.0825, 0.0823, 0.0366, 0.0708, -0.0436, -0.4072, -0.1488, -0.2129, -0.1138, 0.1054, 0.0829, 0.0737, 0.0813, 0.1191, 0.1054, 0.1294, 0.0834, 0.0847, 0.0828, 0.0571, 0.0573, -0.0454, -0.4308, -0.1880, -0.2125, -0.1061, 0.0303, 0.0839, 0.0614, 0.0598, 0.1163, 0.1127, 0.1205, 0.0870, 0.0908, 0.0860, 0.0694, 0.0761, -0.1031, -0.2500, -0.1961, -0.1844, -0.0214, -0.1812, -0.2464, -0.1976, -0.0810, 0.0848, 0.0812, 0.0857, 0.1092, 0.1247, 0.0732, 0.1241, 0.0976, 0.1221, 0.0912, 0.1100, 0.1284, 0.0590, 0.0822, 0.0919, -0.0479, -0.2434, -0.1730, -0.1428, -0.0560, -0.1761, -0.1773, -0.2195, -0.0788, 0.0779, 0.0630, 0.0791, 0.1119, 0.1071, 0.0863, 0.1141, 0.0876, 0.1111, 0.1124, 0.0975, 0.1002, 0.0791, 0.0644, 0.0840, -0.1152, -0.2234, -0.1903, -0.2245, -0.0664, -0.1361, -0.2593, -0.1777, -0.0955, 0.0896, 0.0818, 0.0877, 0.1209, 0.1162, 0.1017, 0.1046, 0.1017, 0.0951, 0.1095, 0.1184, 0.1146, 0.0823, 0.0873, 0.0840, -0.1092, -0.1849, -0.2288, -0.2081, -0.0311, -0.1923, -0.1931, -0.1904, -0.0901, 0.0737, 0.0842, 0.0809, 0.0992, 0.1156, 0.1263, 0.1155, 0.1077, 0.0878, 0.0984, 0.0857, 0.1122, 0.0766, 0.0912, 0.0637, -0.0753, -0.2380, -0.2388, -0.1885, -0.0334, -0.1944, -0.2357, -0.2072, -0.1033, 0.0891, 0.0868, 0.0745, 0.1104, 0.1280, 0.1228, 0.1010, 0.0848, 0.1113, 0.1186, 0.1191, 0.1201, 0.0764, 0.0871, 0.0855, -0.0832, -0.3181, -0.1252, 0.0647, 0.0771, 0.0750, 0.1027, 0.0911, -0.0099, -0.0562, -0.3344, -0.0911, 0.0816, 0.0628, 0.0621, 0.0821, 0.1150, 0.0925, -0.0808, -0.3310, -0.0786, 0.0775, 0.0735, 0.0608, 0.1042, 0.1007, 0.0875], "homo_ev": -8.06, "homo_lumo_gap_ev": 8.40, "relative_energy_kj_mol": 100.0, "lumo_ev": 0.33, "spin_multiplicity": 1}